# 1
Computed, not measured: a molecular structure, C20H35CrN2PSSi2, with ωB97M-V with the def2-TZVPD basis set.

As for the LUMO energy (spin up / spin down): 0.5 / 0.3 eV. Its total energy is -3255.7432 hartree. Its orbital gap (spin up / spin down) is 7.31 / 7.65 eV. Its charge is 0. For the energy above the lowest of the compared OMol25 structures with the same formula, charge and spin, the calculation gives 9.8 kJ/mol. The highest occupied orbital energy (spin up / spin down) comes out at -6.851 / -7.352 eV. As for the spin multiplicity: 5.

Geometry as XYZ:
```
62
Properties=species:S:1:pos:R:3:forces:R:3
Cr -0.24686 -0.47047 0.44896 0.31 -0.21 0.29
S 1.96100 -0.85829 -0.88157 -0.20 0.07 -0.02
P -1.58845 1.00904 -1.01167 -0.01 -0.02 0.17
Si 2.85247 -3.08331 -3.34722 -0.07 -0.06 0.09
Si 0.38127 1.82373 2.93910 0.01 -0.11 -0.04
N -0.39524 -1.93731 -1.00960 -0.19 -0.03 0.06
N 0.11522 0.25798 2.28254 0.01 -0.02 -0.05
C -3.35723 0.60831 -1.19648 -0.04 0.06 -0.09
C -0.96432 0.83092 -2.71116 -0.05 0.06 -0.06
C 1.67217 1.78267 4.29271 0.06 0.08 -0.01
C 3.20085 -1.56591 -4.37170 -0.05 0.03 -0.04
C 2.81296 -4.57430 -4.48178 0.02 -0.03 -0.01
C -0.73822 -2.21532 4.93319 -0.03 0.05 0.08
C -0.04646 -0.91095 3.00488 -0.04 0.12 -0.10
C -1.17618 2.61501 3.63001 -0.05 0.04 0.01
C 0.13195 -3.84114 -2.88830 -0.16 0.01 -0.06
C 0.84451 -2.00532 -1.54374 0.08 -0.01 -0.11
C -0.46386 -3.41361 4.27842 -0.02 -0.06 -0.04
C 0.25908 -2.13709 2.37525 0.20 -0.04 -0.06
C 0.03680 -3.36409 2.99094 -0.11 0.05 0.03
C 1.01202 2.91618 1.54550 0.03 0.00 -0.05
C -0.54970 -0.99387 4.31909 -0.11 0.02 -0.04
C 1.14449 -2.96769 -2.54294 0.07 0.05 0.04
C 4.15763 -3.35299 -2.04810 0.10 0.01 0.04
C -1.62346 2.81271 -0.78714 -0.04 0.05 -0.07
C -1.35675 -2.79896 -1.36723 0.03 -0.09 -0.08
C -1.14150 -3.77560 -2.30487 0.08 0.04 0.02
H -3.81674 1.25172 -1.95010 -0.03 -0.02 0.02
H -2.19380 3.27570 -1.59498 0.00 0.03 0.03
H 2.05700 -4.48420 -5.26382 -0.01 0.00 -0.03
H -1.49727 1.50612 -3.38371 0.03 -0.02 -0.03
H 0.10289 1.05039 -2.73008 0.01 0.01 0.01
H 2.62441 1.42446 3.89627 0.01 -0.01 0.00
H -2.31076 -2.68958 -0.86338 0.00 0.02 0.00
H 4.21334 -2.50843 -1.36067 0.01 -0.06 -0.04
H -1.02270 3.68082 3.81658 0.00 0.02 0.02
H -1.48904 2.15757 4.57016 -0.02 -0.01 0.01
H 1.37366 2.31257 0.70841 0.00 0.00 0.01
H 0.31578 -4.60006 -3.63912 0.01 -0.03 -0.01
H -2.08097 3.06455 0.16971 0.00 -0.02 0.01
H -1.12077 -2.23694 5.94664 0.00 -0.01 0.01
H 2.42998 -1.42555 -5.13221 0.00 0.01 -0.02
H -3.47175 -0.43043 -1.50596 0.02 -0.02 0.01
H -0.62197 -4.36050 4.77581 0.00 -0.01 0.00
H 3.78219 -4.67660 -4.97430 0.01 0.00 -0.02
H 5.13192 -3.48054 -2.52480 0.04 -0.02 0.00
H -1.92763 -4.46577 -2.57295 0.00 -0.01 -0.01
H -3.87240 0.74344 -0.24632 0.00 0.01 0.02
H 2.62897 -5.49964 -3.93212 -0.01 -0.01 0.01
H 1.82877 2.79375 4.67773 0.02 0.00 0.03
H 1.85026 3.52267 1.89362 0.02 0.03 0.01
H -0.81139 -0.08530 4.84585 0.02 0.03 0.00
H 3.23136 -0.67570 -3.74668 0.01 0.07 0.04
H 1.39980 1.14457 5.13263 -0.04 -0.04 0.02
H 3.94676 -4.25311 -1.46752 0.00 -0.02 0.01
H 0.24867 3.60212 1.17546 0.02 0.00 0.04
H -2.00461 2.51469 2.92370 -0.01 0.01 -0.01
H -0.60710 3.20422 -0.79012 -0.03 -0.03 -0.04
H -1.10006 -0.19708 -3.04736 -0.01 -0.01 0.01
H 0.84415 -2.14043 1.45247 0.03 0.03 -0.02
H 4.16149 -1.66676 -4.88118 0.02 0.01 0.00
H 0.29123 -4.27668 2.46601 0.03 0.00 0.00
```
Positions in Å, forces in eV/Å.

# 2
Computed, not measured: a molecular structure, C20H18BF4N5Pd, with ωB97M-V with the def2-TZVPD basis set.

As for the LUMO energy: 0.1 eV. Its total energy is -1599.1561 hartree. Its orbital gap is 7.77 eV. Its charge is 0. For the energy above the lowest of the compared OMol25 structures with the same formula, charge and spin, the calculation gives 0.0 kJ/mol. The highest occupied orbital energy comes out at -7.666 eV.

Geometry as XYZ:
```
49
Properties=species:S:1:pos:R:3:forces:R:3
Pd -0.02999 -0.15420 -1.96390 0.24 0.23 0.12
F -2.01524 2.16060 -3.27605 0.01 -0.05 -0.02
F -0.07312 2.74999 -2.20930 0.02 -0.06 -0.05
F -0.32084 3.18592 -4.45632 0.02 -0.04 0.01
F -0.04721 1.01208 -3.74053 -0.07 -0.27 0.01
N -0.15694 -0.80894 -0.11450 -0.15 0.03 -0.04
N -2.77162 -0.26127 -1.00509 0.02 0.03 0.09
N 1.94042 0.24905 -1.74780 -0.06 0.21 0.03
N 2.60230 0.03425 -0.59166 -0.03 -0.14 -0.04
N -1.99665 -0.53984 -2.06018 0.07 -0.12 -0.04
C 3.32111 -1.69941 0.91944 0.00 0.02 0.01
C -2.63792 1.93364 1.96615 0.06 0.02 0.03
C 3.70647 1.61303 -1.65817 0.05 0.00 0.03
C 2.27118 -1.03183 0.29486 0.03 0.03 -0.03
C -3.48590 2.97462 2.64373 -0.02 -0.01 0.00
C -4.04580 -1.31637 -2.45530 0.04 0.01 0.01
C -2.74007 -1.18735 -2.94137 -0.11 0.10 -0.04
C -0.96517 0.07327 0.60553 -0.04 0.03 0.07
C 3.67317 0.84773 -0.51629 0.07 -0.03 -0.05
C 2.59339 1.20878 -2.39490 -0.10 -0.01 0.04
C -2.25376 0.39612 0.14746 0.00 -0.04 0.01
C 0.94144 -1.37416 0.54273 0.07 -0.06 -0.01
C -1.38226 1.58683 2.45731 -0.04 0.02 -0.01
C 3.08672 -2.67719 1.87079 -0.05 0.00 0.01
C -0.55923 0.69760 1.79080 -0.01 -0.04 -0.03
C -4.02211 -0.71683 -1.21648 0.00 -0.04 -0.02
C 4.22534 -3.40796 2.52763 0.01 0.00 0.00
C -3.05381 1.32440 0.79196 0.02 -0.03 -0.03
C 0.72024 -2.36791 1.50068 -0.05 0.03 -0.03
C 1.75924 -2.98733 2.16387 0.04 -0.02 0.01
B -0.65702 2.36246 -3.41316 -0.04 0.18 -0.05
H -2.31374 -1.50311 -3.87794 0.00 0.01 0.00
H -3.23023 3.06158 3.69934 0.00 0.00 0.00
H -4.88449 -1.78120 -2.94072 0.00 0.00 0.01
H 4.32459 0.82247 0.33925 -0.01 0.00 0.01
H 4.41922 2.37721 -1.90938 0.00 0.00 -0.01
H -4.00801 1.58648 0.34976 -0.01 -0.01 0.02
H 4.33914 -1.44598 0.64939 0.00 -0.01 0.00
H -0.30698 -2.63808 1.71129 0.00 0.00 0.00
H 2.19958 1.58149 -3.32486 0.02 0.01 0.00
H 1.54011 -3.74721 2.90451 0.00 0.00 0.00
H 3.91046 -3.85684 3.46885 0.00 0.00 0.00
H 0.42390 0.47670 2.18583 0.00 -0.01 0.01
H -4.54650 2.73246 2.57065 0.00 0.00 0.00
H 4.59628 -4.21025 1.88658 0.00 0.00 0.00
H -3.34142 3.95572 2.18661 0.01 0.00 -0.01
H 5.06084 -2.73868 2.73378 0.00 0.00 0.00
H -4.78340 -0.60120 -0.46548 0.00 0.01 0.00
H -1.02568 2.04866 3.37062 0.00 0.00 0.00
```
Positions in Å, forces in eV/Å.

# 3
Computed, not measured: 2 unconnected molecules or ions with the total composition CH2BrO3S, with ωB97M-V with the def2-TZVPD basis set.

As for the LUMO energy (spin up / spin down): 3.4 / 3.4 eV. Its total energy is -3237.2097 hartree. Its orbital gap (spin up / spin down) is 7.35 / 7.35 eV. Its charge is -1. For the energy above the lowest of the compared OMol25 structures with the same formula, charge and spin, the calculation gives 234.9 kJ/mol. The highest occupied orbital energy (spin up / spin down) comes out at -3.928 / -3.929 eV.

Geometry as XYZ:
```
8
Properties=species:S:1:pos:R:3:forces:R:3
Br 0.81878 2.11065 -0.10660 0.32 0.29 -0.55
S -2.68938 0.65654 0.02605 0.99 -0.47 2.21
O -3.24733 0.67145 1.37174 0.81 0.61 0.02
O -2.70419 1.83835 -0.74867 0.45 2.34 -0.57
O -3.12561 -0.47368 -0.70244 0.08 -2.57 -1.34
C 0.01943 0.51995 0.54786 -3.42 1.73 -1.83
H -0.06543 0.70302 1.54218 -0.34 -0.02 2.90
H 0.50074 -0.33775 0.26212 1.10 -1.92 -0.84
```
Positions in Å, forces in eV/Å.

# 4
Computed, not measured: a gas-phase ion, C3H4NO (charge -1), with ωB97M-V with the def2-TZVPD basis set.

As for the LUMO energy: 4.5 eV. Its total energy is -246.5492 hartree. Its orbital gap is 6.15 eV. Its charge is -1. For the energy above the lowest of the compared OMol25 structures with the same formula, charge and spin, the calculation gives 177.7 kJ/mol. The highest occupied orbital energy comes out at -1.626 eV. Its structure (SMILES) is C#CN(C)[O-].

Geometry as XYZ:
```
9
Properties=species:S:1:pos:R:3:forces:R:3
O 0.39363 1.52699 1.79831 -0.12 0.98 0.26
N 0.57477 0.62799 0.78894 -0.59 -2.36 -0.12
C -0.27969 0.88451 -0.36269 -1.37 -1.26 1.28
C 0.34499 -1.68187 1.80943 -0.10 -5.90 2.12
C 0.21126 -0.67038 1.24949 1.58 6.49 -2.56
H 0.36141 -2.72415 2.04270 -0.04 0.33 0.31
H -0.36053 -0.00861 -0.98075 0.23 -0.08 -0.22
H -1.26461 1.06252 0.07395 -0.54 0.24 -0.23
H -0.03548 1.71575 -0.93859 0.94 1.56 -0.83
```
Positions in Å, forces in eV/Å.

# 5
Computed, not measured: a single C4H5BrO2 molecule, with ωB97M-V with the def2-TZVPD basis set.

As for the LUMO energy: 0.7 eV. Its total energy is -2879.8167 hartree. Its orbital gap is 10.44 eV. Its charge is 0. For the energy above the lowest of the compared OMol25 structures with the same formula, charge and spin, the calculation gives 187.1 kJ/mol. The highest occupied orbital energy comes out at -9.745 eV. Its structure (SMILES) is CC(=O)[C@@]1(Br)CO1.

Geometry as XYZ:
```
12
Properties=species:S:1:pos:R:3:forces:R:3
Br 2.14482 0.91201 0.43562 -0.06 -0.18 -0.28
O -1.53497 0.13950 1.36203 0.25 -0.03 0.37
O 0.86811 -1.31350 -0.93693 -0.47 1.61 -0.05
C -1.03874 1.47070 -0.61331 -3.80 -3.62 -1.45
C -0.82716 0.49409 0.48820 2.17 -1.65 -2.06
C 0.70094 -0.32269 0.09684 -1.77 -1.35 1.51
C 0.93185 -1.77363 0.38544 0.13 -0.98 1.94
H 0.13269 -2.54160 0.74923 1.13 1.80 -0.80
H 1.96007 -2.05279 0.76264 -1.10 0.33 -0.59
H -2.07330 1.88218 -0.64397 0.56 -0.57 0.10
H -0.82308 0.85534 -1.55815 -0.26 1.19 1.15
H -0.44122 2.25039 -0.52761 3.23 3.45 0.16
```
Positions in Å, forces in eV/Å.

# 6
Computed, not measured: a single C21H16FN3O2 molecule, with ωB97M-V with the def2-TZVPD basis set.

As for the LUMO energy: 0.6 eV. Its total energy is -1224.4510 hartree. Its orbital gap is 7.92 eV. Its charge is 0. The highest occupied orbital energy comes out at -7.288 eV. Its structure (SMILES) is Fc1ccc(-c2nc3ccccn3c2NCc2ccc3c(c2)OCO3)cc1.

Geometry as XYZ:
```
43
Properties=species:S:1:pos:R:3:forces:R:3
F -4.43685 -2.44112 1.43347 0.10 0.05 0.01
O -3.41519 2.39668 -1.50397 -0.19 -0.41 -0.05
O -1.20751 3.05568 -1.44994 0.35 -0.27 -0.05
N 1.74161 -1.29988 -1.11367 0.58 0.16 -0.22
N 1.28182 0.21379 2.15207 0.13 0.24 0.45
N 2.84277 -0.00902 0.56927 -0.29 0.07 0.60
C -2.60877 1.29425 -1.60493 0.61 -0.04 -0.01
C -2.91013 -0.65259 1.61683 -0.16 -0.18 0.05
C -0.56921 -1.07494 1.22850 -0.19 -0.18 0.02
C 4.07411 0.17514 0.02114 0.63 0.13 -0.30
C -1.60766 -0.20184 1.54538 0.09 -0.16 -0.03
C -3.16138 -1.99275 1.38459 0.13 0.00 -0.02
C -0.84702 -2.42650 1.04320 0.00 0.23 0.11
C -1.91301 -0.94824 -1.79170 0.24 -0.01 -0.08
C 3.47167 1.28858 2.51031 0.52 0.18 -0.08
C -2.14704 -2.89178 1.11433 -0.29 -0.03 0.02
C 1.74234 -0.69362 0.13692 -0.65 -0.12 0.28
C 2.51091 0.53281 1.82413 -0.39 -0.20 -0.25
C -2.54575 3.50147 -1.38553 -0.35 1.19 0.14
C 0.79088 -0.55264 1.14348 0.65 -0.05 -0.44
C -1.27334 1.69329 -1.56780 -0.49 -0.35 -0.05
C 0.48978 -1.63132 -1.76463 -0.20 -0.12 -0.07
C -0.24368 0.78904 -1.64265 -0.17 0.28 -0.04
C 4.70015 1.47921 1.94670 -0.30 0.03 0.30
C 5.00071 0.91153 0.68664 -0.11 -0.17 -0.28
C -0.58172 -0.56303 -1.73652 -0.13 -0.04 -0.10
C -2.95436 -0.02843 -1.73212 -0.11 0.40 -0.04
H 2.38531 -0.83345 -1.74093 -0.11 -0.08 0.01
H 0.73101 -1.88331 -2.80252 0.02 -0.04 0.15
H -0.03734 -3.11973 0.86904 0.08 -0.06 -0.03
H -2.73695 4.21151 -2.20572 0.06 -0.22 0.14
H 5.45507 2.05653 2.45611 0.04 0.06 0.08
H 4.27476 -0.29263 -0.93147 -0.01 -0.03 0.00
H -3.72662 0.01389 1.84571 -0.10 0.06 0.01
H -3.98494 -0.33719 -1.76874 -0.17 -0.05 0.01
H -2.71949 4.00668 -0.42137 0.06 -0.19 -0.18
H 3.20372 1.69649 3.47034 -0.04 0.05 0.11
H 0.77799 1.13039 -1.61622 0.18 0.01 0.06
H -1.37620 0.83532 1.72878 0.01 0.13 0.00
H 0.08559 -2.53241 -1.29473 -0.01 0.05 -0.18
H -2.15181 -1.99722 -1.87362 -0.03 -0.16 0.05
H 5.97584 1.05692 0.25093 0.05 -0.04 -0.10
H -2.38009 -3.93557 0.97089 -0.05 -0.10 0.00
```
Positions in Å, forces in eV/Å.